1.
57
Properties=species:S:1:pos:R:3 method="wB97M-V/def2-TZVPD" homo_energy_ev="-3.475 / -3.958" charge=-1 homo_lumo_gap_ha="0.22171 / 0.23943" spin_multiplicity=5 s2=6.030
O 2.2501 -0.1936 -2.5205
C 1.5952 -1.4987 -2.2738
C 2.8960 -2.1989 -1.9259
H 1.0359 -1.8325 -3.1492
H 0.9344 -1.4643 -1.4015
C 3.5507 -0.7895 -2.2263
H 3.1721 -2.9939 -2.6246
H 2.8773 -2.5369 -0.8846
C 4.2917 -0.6874 -3.5766
H 3.6242 -0.9771 -4.4076
H 5.2137 -1.2712 -3.6512
H 4.5501 0.3712 -3.7464
C 4.2555 -0.0252 -1.0952
H 3.6463 -0.0035 -0.1839
H 4.4079 1.0148 -1.4281
H 5.2283 -0.4759 -0.8341
Cr -1.1740 0.1318 1.2551
C 0.5097 -1.9298 3.4015
C -0.8965 -1.9082 3.4486
C -1.4098 -1.9283 2.0936
H -1.5062 -2.0037 4.3445
C -0.2379 -2.1229 1.2051
C 0.9226 -2.1224 2.0463
H 1.9511 -2.3154 1.7266
H 1.1688 -1.8005 4.2620
H -2.4484 -2.1472 1.8151
H -0.2815 -2.5296 0.1876
C 0.1548 1.8771 3.3628
C 1.1318 0.9565 2.8977
C 1.1585 0.9844 1.4821
H 1.7829 0.3688 3.5503
C 0.1656 1.9415 1.0405
C -0.5024 2.4316 2.2314
H -1.2582 3.2095 2.2556
H -0.0146 2.1370 4.4121
H 1.8828 0.4879 0.8418
H 0.0979 2.3772 0.0550
O -1.4220 0.7943 -0.7891
C -0.6287 0.9114 -2.0507
C -1.5703 1.0980 -3.2383
H -0.0821 -0.0165 -2.1899
H 0.1254 1.7037 -1.9578
C -2.9812 0.9507 -2.6920
H -1.4116 0.3213 -3.9932
H -1.4013 2.0654 -3.7199
C -2.8152 0.7697 -1.1941
H -3.4886 0.0599 -3.0922
H -3.6304 1.8114 -2.8909
H -3.1773 -0.2162 -0.9335
H -3.3714 1.5385 -0.6535
Cl -4.2810 2.9194 3.4501
C -4.1465 1.1936 3.0648
Cl -2.7083 0.5231 3.8769
Cl -5.6202 0.3540 3.5838
C -4.0684 0.9568 1.4928
O -4.7402 1.7509 0.8371
O -3.3070 -0.0223 1.1035

---

2.
57
Properties=species:S:1:pos:R:3 method="wB97M-V/def2-TZVPD" homo_energy_ev="-0.948 / -0.953" charge=-1 homo_lumo_gap_ha="0.13680 / 0.13701"
Ga -0.4063 0.6978 -0.4250
Cl -0.0369 0.0416 -2.4902
N -1.8394 -0.7992 -0.1551
N 1.6222 1.1758 -0.1876
C -1.8952 -2.1279 -0.1822
C 2.7955 0.5522 -0.2637
C -3.2159 -0.2901 -0.4653
C -3.8261 -1.4829 -1.1744
C -3.1986 0.9749 -1.3124
C -3.9441 -0.0016 0.8517
H -2.6525 0.8290 -2.2498
H -2.7592 1.8175 -0.7610
H -4.2318 1.2606 -1.5442
H -4.0752 -0.9331 1.4224
H -4.9408 0.4136 0.6379
H -3.3798 0.7250 1.4492
C 1.8682 2.6227 -0.4981
C 3.1844 2.5546 -1.2468
C 2.0232 3.3918 0.8182
C 0.7468 3.2519 -1.3133
H 0.5690 2.7076 -2.2465
H 1.0229 4.2862 -1.5518
H -0.1861 3.3042 -0.7361
H 2.9064 3.0299 1.3657
H 1.1255 3.2744 1.4382
H 2.1668 4.4616 0.6026
O 3.7440 1.2602 -0.8709
H 3.8890 3.3372 -0.9458
H 3.0577 2.5540 -2.3362
O -2.9920 -2.6095 -0.7602
H -3.7604 -1.4103 -2.2671
H -4.8574 -1.6859 -0.8659
C -1.0148 -3.1563 0.4664
C 3.2676 -0.7331 0.3550
C 2.5374 -1.9880 -0.0372
H 3.1631 -0.5749 1.4419
H 4.3361 -0.8429 0.1324
C 1.3114 -2.2642 0.5764
C 0.4201 -3.1879 0.0207
H 1.0306 -1.7296 1.4727
C 0.9549 -4.1980 -0.7889
C 2.2730 -4.0510 -1.2247
C 0.1611 -5.4235 -1.1640
C 3.0933 -2.9848 -0.8506
H 2.6735 -4.7911 -1.9164
C 4.5336 -2.9435 -1.2943
H 4.7828 -3.8448 -1.8770
H 5.2233 -2.9038 -0.4325
H 4.7241 -2.0666 -1.9344
H -0.1836 -5.9743 -0.2706
H 0.7774 -6.1141 -1.7621
H -0.7205 -5.1497 -1.7662
H -1.4750 -4.1408 0.3174
H -1.0570 -2.9221 1.5427
S -1.8947 3.4035 3.0318
C -1.4015 2.4874 1.8591
N -1.0148 1.7709 0.9603

---

3.
54
Properties=species:S:1:pos:R:3 method="wB97M-V/def2-TZVPD" homo_energy_ev=-11.921 smiles=OCCOCCN1CC[NH+]([C@@H](c2ccccc2)c2ccc(Cl)cc2)CC1 charge=+1 homo_lumo_gap_ha=0.36472
O -2.1910 -0.5151 1.1693
C -3.3654 -0.8310 0.4381
C -4.4775 0.1558 0.8373
O -3.9201 1.4326 1.0944
C -3.9711 2.3877 0.0588
C -3.0610 2.0897 -1.1458
N -1.7711 1.5579 -0.7431
C -1.0362 0.9579 -1.8432
C 0.2961 0.4056 -1.3091
N 0.2053 0.2858 0.1574
C 1.2741 -0.5598 0.7890
C 1.2136 -2.0114 0.3433
C 0.0660 -2.6008 -0.1743
C 0.0656 -3.9406 -0.5279
C 1.2008 -4.7124 -0.3591
C 2.3388 -4.1392 0.1821
C 2.3440 -2.8014 0.5323
C 2.6360 0.0621 0.5659
C 3.2188 0.8320 1.5680
C 4.4519 1.4283 1.3809
C 5.1205 1.2587 0.1759
Cl 6.6517 2.0035 -0.0700
C 4.5596 0.4792 -0.8280
C 3.3282 -0.1150 -0.6295
C 0.1436 1.6455 0.7372
C -0.9057 2.4769 -0.0276
H -2.3958 0.3523 1.5672
H -3.1499 -0.7607 -0.6335
H -3.6606 -1.8562 0.6731
H -5.2590 0.1975 0.0750
H -4.9208 -0.1640 1.7848
H -3.6801 3.3233 0.5419
H -4.9986 2.5018 -0.3081
H -3.5354 1.3325 -1.7748
H -2.9708 3.0102 -1.7425
H -1.6426 0.1502 -2.2611
H -0.8386 1.6787 -2.6529
H 0.5050 -0.5736 -1.7394
H 1.1253 1.0748 -1.5460
H -0.7344 -0.1472 0.3967
H 1.0562 -0.5371 1.8653
H -0.8510 -2.0463 -0.2937
H -0.8329 -4.3815 -0.9315
H 1.1951 -5.7546 -0.6361
H 3.2257 -4.7331 0.3361
H 3.2335 -2.3675 0.9624
H 2.7132 0.9584 2.5145
H 4.8969 2.0183 2.1654
H 5.0902 0.3342 -1.7549
H 2.9199 -0.7448 -1.4050
H -0.1254 1.5522 1.7903
H 1.1293 2.1096 0.6679
H -1.4962 3.0559 0.6800
H -0.4136 3.1845 -0.7137

---

4.
57
Properties=species:S:1:pos:R:3 method="wB97M-V/def2-TZVPD" homo_energy_ev="-0.669 / -1.916" charge=-1 homo_lumo_gap_ha="0.12388 / 0.16866"
Sc -1.1862 -0.0420 0.8276
Cl -2.9855 0.4733 2.6536
N -0.1248 2.1514 0.6012
N -0.2904 -2.2137 0.7719
C -0.9307 2.9511 -0.0870
C -0.8613 -3.0077 -0.1248
C 1.0684 3.0066 0.9213
C 0.5022 4.4267 0.8024
C 2.1631 2.7744 -0.1142
C 1.6040 2.7569 2.3112
H 1.7871 2.9332 -1.1350
H 2.5323 1.7439 -0.0335
H 3.0015 3.4666 0.0643
H 0.7868 2.7859 3.0358
H 2.3379 3.5359 2.5649
H 2.0993 1.7812 2.3762
C 0.7271 -3.0583 1.4824
C 0.6895 -4.3897 0.7310
C 0.3083 -3.2607 2.9247
C 2.1157 -2.4518 1.4024
H 2.3342 -2.1597 0.3692
H 2.8520 -3.2001 1.7338
H 2.1899 -1.5736 2.0534
H -0.7315 -3.6059 2.9575
H 0.3886 -2.3088 3.4694
H 0.9643 -4.0079 3.3944
O -0.4293 -4.2508 -0.2112
H 0.4743 -5.2727 1.3522
H 1.5875 -4.5824 0.1226
O -0.7015 4.2499 -0.0371
H 1.1437 5.1679 0.2990
H 0.1590 4.8241 1.7727
C -2.0145 2.4037 -0.9468
C -1.9091 -2.5262 -1.0548
C -1.3593 -1.3018 -1.7401
H -2.8128 -2.2945 -0.4668
H -2.1535 -3.2826 -1.7979
C -1.3721 -0.0422 -1.1923
C -1.4277 1.2240 -1.6885
H -2.7721 -0.3033 1.6603
C -0.6980 1.2417 -2.8749
C -0.3275 0.0169 -3.4202
C -0.4739 2.5522 -3.4834
C -0.6299 -1.2417 -2.9209
H 0.1994 0.0557 -4.3813
C -0.3327 -2.5254 -3.5666
H 0.1541 -2.3233 -4.5062
H -1.2375 -3.1000 -3.7598
H 0.3197 -3.1433 -2.9546
H -1.3926 3.1304 -3.5676
H -0.0767 2.3904 -4.4730
H 0.2375 3.1478 -2.9176
H -2.3535 3.1336 -1.6731
H -2.8661 2.1220 -0.3060
S 0.4807 -0.0147 2.9310
C -0.1718 0.3807 4.3819
N -0.5858 0.6566 5.4669

---

5.
59
Properties=species:S:1:pos:R:3 method="wB97M-V/def2-TZVPD" homo_energy_ev=-11.089 charge=+1 homo_lumo_gap_ha=0.27105
Zr 0.4011 -0.0406 -0.7363
N -1.3668 1.3188 -1.5627
C -1.0529 2.7703 -1.4467
C -0.1875 2.9969 -0.2133
O -0.3154 4.0014 0.4560
N 0.6643 1.9586 0.0270
C 1.2654 1.9455 1.3576
C 1.0832 0.5543 1.9700
O 1.7575 0.1180 2.8679
O 0.1503 -0.1699 1.3428
H -1.6049 1.0953 -2.5294
H -2.2117 1.1426 -1.0255
H -1.9555 3.3717 -1.3640
H -0.5119 3.0786 -2.3396
H 0.7989 2.6995 1.9949
H 2.3389 2.1569 1.3475
N -1.5735 -1.3904 -0.3232
C -1.2575 -2.6062 0.4740
C -0.0076 -3.2624 -0.0702
N 1.0837 -2.2663 -0.0979
H -2.2507 -0.8452 0.2034
H -2.0206 -1.6596 -1.1956
H -2.0894 -3.3121 0.4584
H -1.0991 -2.2805 1.5000
H -0.1702 -3.6145 -1.0887
H 0.2537 -4.1302 0.5378
H 1.8763 -2.6287 -0.6194
H 1.4002 -2.0967 0.8550
C 3.7881 1.8873 -1.2135
C 3.6623 0.6078 -0.4609
O 2.5922 -0.0380 -0.5245
C 4.7590 0.0849 0.3433
C 6.0734 0.5035 0.1054
C 7.1132 -0.0276 0.8455
C 6.8428 -0.9479 1.8505
C 5.5380 -1.3484 2.1121
C 4.4985 -0.8462 1.3546
H 2.8270 2.4021 -1.1662
H 3.9931 1.6512 -2.2617
H 4.5769 2.5267 -0.8322
H 6.2932 1.2201 -0.6741
H 8.1303 0.2801 0.6478
H 7.6550 -1.3491 2.4422
H 5.3338 -2.0432 2.9149
H 3.4795 -1.1216 1.5854
Cl 1.3911 1.4509 -3.3982
C 0.0402 0.7719 -4.3025
C -0.5374 1.5194 -5.3115
C -1.6460 0.9961 -5.9618
C -2.1365 -0.2468 -5.5855
C -1.5231 -0.9756 -4.5779
C -0.3982 -0.4895 -3.9001
C 0.2518 -1.2000 -2.7764
H -0.1328 2.4865 -5.5759
H -2.1189 1.5585 -6.7546
H -2.9987 -0.6604 -6.0915
H -1.9033 -1.9577 -4.3209
H 1.3275 -1.2971 -2.9948
H -0.1510 -2.2134 -2.7203

---

6.
55
Properties=species:S:1:pos:R:3 method="wB97M-V/def2-TZVPD" homo_energy_ev=-6.856 homo_lumo_gap_ha=0.20156
C 2.7972 3.5395 0.8211
C 3.9412 2.5727 0.5097
H 2.5660 4.1724 -0.0446
H 3.0776 4.2138 1.6324
H 1.8721 3.0355 1.1424
H 3.6650 1.8286 -0.2535
H 4.7970 3.1443 0.1366
H 4.2858 2.0562 1.4177
C -2.5682 1.3149 -0.9705
C -3.8372 1.1230 -1.5030
C -4.1138 -0.0724 -2.1782
C -3.1117 -1.0237 -2.3092
H -2.3187 2.2283 -0.3984
H -4.5893 1.9031 -1.3772
H -5.0865 -0.2797 -2.6028
H -3.2766 -1.9737 -2.8121
N -1.5780 0.3864 -1.0789
C -1.8460 -0.7797 -1.7560
C -0.7942 -1.7885 -1.7828
N 0.3415 -1.4783 -1.0935
C 1.2795 -2.4521 -0.9780
C 0.0349 -4.0090 -2.3289
C 1.1702 -3.7159 -1.5697
H 2.1663 -2.2068 -0.3803
H 1.9680 -4.4426 -1.4435
C -0.9484 -3.0303 -2.4209
H -1.8514 -3.2149 -3.0017
H -0.0882 -4.9573 -2.8355
Sn 0.3764 0.7328 0.0834
I -0.5699 2.9889 1.7371
C -2.7845 -1.1720 1.5479
Si -1.2630 -1.2258 2.6364
C -1.7076 -0.1670 4.1163
C -1.1580 -3.0334 3.1054
N 0.2311 -0.6034 1.9044
C 1.4498 -0.7498 2.5554
C 2.6600 -0.4733 1.8729
C 3.8404 -0.2395 2.5753
C 3.8979 -0.4821 3.9595
C 2.7502 -0.9568 4.6115
C 1.5416 -1.1240 3.9279
H -3.5595 -1.6610 2.1692
H -2.7061 -1.7450 0.6126
H -3.1363 -0.1524 1.3432
H -2.6880 -0.5175 4.4792
H -0.9691 -0.2550 4.9220
H -1.7728 0.8784 3.7909
H -0.9378 -3.6805 2.2422
H -0.4434 -3.2585 3.9126
H -2.1741 -3.2748 3.4782
H 2.6432 -0.4878 0.7656
H 4.7270 0.1249 2.0348
H 4.8268 -0.3093 4.5145
H 2.8010 -1.2094 5.6787
H 0.6870 -1.5552 4.4484

---

7.
54
Properties=species:S:1:pos:R:3 method="wB97M-V/def2-TZVPD" homo_energy_ev=-8.927 smiles="Cc1ccccc1SC1CCN(C(=O)[C@H]2CCC(=O)N(C3CC3)C2)CC1" homo_lumo_gap_ha=0.34398
C 3.7013 1.6342 -2.1843
C 3.6872 1.6941 -0.6883
C 3.2985 2.8708 -0.0546
C 3.2968 2.9836 1.3227
C 3.7095 1.9169 2.1041
C 4.0977 0.7383 1.4959
C 4.0614 0.6181 0.1136
S 4.5324 -0.9562 -0.6000
C 2.9456 -1.8852 -0.4828
C 2.5166 -2.1284 0.9567
C 1.2103 -2.9246 0.9761
N 0.1875 -2.2145 0.2323
C -0.8225 -1.6213 0.9120
O -0.9568 -1.7775 2.1113
C -1.8171 -0.7933 0.0951
C -2.7317 -1.7173 -0.7385
C -4.1503 -1.7478 -0.1695
C -4.7164 -0.3404 -0.1425
O -5.7902 -0.0347 -0.6170
N -3.8628 0.5418 0.4317
C -4.1925 1.9256 0.5654
C -4.6337 2.6960 -0.6404
C -3.2784 2.9435 -0.0560
C -2.6584 0.0545 1.0634
C 0.5460 -2.0288 -1.1535
C 1.8302 -1.1974 -1.2572
H 4.3068 2.4481 -2.5795
H 2.6929 1.7471 -2.5821
H 4.1168 0.6922 -2.5307
H 2.9973 3.7118 -0.6631
H 2.9874 3.9081 1.7871
H 3.7330 2.0024 3.1798
H 4.4419 -0.0956 2.0888
H 3.1999 -2.8358 -0.9611
H 2.3489 -1.1722 1.4575
H 3.2914 -2.6740 1.4966
H 1.3592 -3.9097 0.5212
H 0.8527 -3.0488 1.9990
H -1.2647 -0.1175 -0.5628
H -2.7829 -1.3593 -1.7695
H -2.3300 -2.7326 -0.7577
H -4.1388 -2.1550 0.8435
H -4.7989 -2.3706 -0.7857
H -4.6497 2.1760 1.5194
H -4.6994 2.1621 -1.5741
H -5.4053 3.4376 -0.5086
H -3.0984 3.8633 0.4791
H -2.4209 2.5816 -0.6031
H -2.0765 0.9102 1.4095
H -2.8966 -0.5597 1.9404
H 0.7201 -3.0182 -1.5941
H -0.2591 -1.5531 -1.7083
H 1.6524 -0.2061 -0.8324
H 2.1104 -1.0822 -2.3048

---

8.
55
Properties=species:S:1:pos:R:3 method="wB97M-V/def2-TZVPD" homo_energy_ev=-8.630 smiles="CC(C)c1ccccc1OCC(=O)NC[C@@H](c1cccs1)N1CCOCC1" homo_lumo_gap_ha=0.33736
C 3.4838 1.7721 4.6264
C 2.4999 1.5353 3.4830
C 3.0217 0.4349 2.5522
C 1.1091 1.1781 3.9531
C 0.8645 0.5247 5.1489
C -0.4228 0.1931 5.5399
C -1.4897 0.5118 4.7239
C -1.2743 1.1561 3.5169
C 0.0156 1.4895 3.1298
O 0.3209 2.1161 1.9434
C -0.7283 2.5517 1.1175
C -1.4759 1.4329 0.3857
O -2.5283 1.6399 -0.1835
N -0.8681 0.2356 0.4433
C -1.3182 -0.8986 -0.3182
C -0.2799 -1.2880 -1.3894
C -0.8327 -2.3203 -2.3275
C -2.0238 -2.3410 -2.9878
C -2.1631 -3.4535 -3.8485
C -1.0760 -4.2636 -3.8371
S 0.1435 -3.6847 -2.7740
N 0.2327 -0.0895 -2.0465
C 1.4626 -0.3141 -2.7851
C 2.0459 1.0463 -3.1705
O 1.1463 1.7842 -3.9607
C -0.0730 1.9656 -3.2799
C -0.7076 0.6300 -2.8903
H 3.7384 0.8405 5.1261
H 3.0656 2.4602 5.3573
H 4.4030 2.2028 4.2353
H 2.4186 2.4594 2.9015
H 3.0386 -0.5221 3.0702
H 2.3868 0.3451 1.6739
H 4.0311 0.6692 2.2216
H 1.6899 0.2690 5.7938
H -0.5871 -0.3137 6.4787
H -2.4975 0.2577 5.0160
H -2.1175 1.3826 2.8833
H -0.2549 3.1796 0.3551
H -1.4525 3.1706 1.6610
H 0.0554 0.1882 0.8474
H -1.4831 -1.7549 0.3437
H -2.2707 -0.6167 -0.7688
H 0.5842 -1.7260 -0.8712
H -2.7877 -1.5945 -2.8673
H -3.0373 -3.6366 -4.4471
H -0.9077 -5.1679 -4.3868
H 2.1733 -0.8493 -2.1512
H 1.2918 -0.9038 -3.7015
H 2.9517 0.9234 -3.7665
H 2.2829 1.6060 -2.2524
H -0.7255 2.5170 -3.9580
H 0.0928 2.5607 -2.3689
H -1.6257 0.8276 -2.3391
H -0.9462 0.0659 -3.8073